1.
{"formula": "C52H90N4O22", "method": "ωB97M-V/def2-TZVPD", "symbols": ["C", "C", "C", "C", "C", "C", "N", "O", "O", "H", "H", "H", "H", "H", "C", "C", "C", "C", "C", "C", "N", "O", "O", "H", "H", "H", "H", "H", "C", "C", "C", "C", "C", "C", "N", "O", "O", "H", "H", "H", "H", "H", "C", "C", "C", "C", "C", "C", "N", "O", "O", "H", "H", "H", "H", "H", "C", "O", "C", "C", "O", "C", "H", "H", "H", "H", "H", "H", "H", "H", "H", "H", "C", "O", "C", "C", "O", "C", "H", "H", "H", "H", "H", "H", "H", "H", "H", "H", "C", "O", "C", "C", "O", "C", "H", "H", "H", "H", "H", "H", "H", "H", "H", "H", "C", "O", "C", "C", "O", "C", "H", "H", "H", "H", "H", "H", "H", "H", "H", "H", "C", "O", "C", "C", "O", "C", "H", "H", "H", "H", "H", "H", "H", "H", "H", "H", "C", "O", "C", "C", "O", "C", "H", "H", "H", "H", "H", "H", "H", "H", "H", "H", "C", "O", "C", "C", "O", "C", "H", "H", "H", "H", "H", "H", "H", "H", "H", "H"], "xyz": [[-7.80762, 2.58665, -7.25189], [-8.39610, 1.34872, -6.92625], [-9.32281, 0.83178, -7.83423], [-9.44651, 1.27513, -9.14225], [-8.72719, 2.40979, -9.51341], [-7.94010, 3.04875, -8.57290], [-10.23404, 0.44595, -10.06715], [-10.81181, 1.01347, -10.97406], [-10.17456, -0.79130, -9.90155], [-7.24162, 3.14888, -6.52392], [-8.18600, 0.84133, -5.99630], [-9.90830, -0.03316, -7.55950], [-8.81273, 2.75616, -10.53278], [-7.53332, 4.00863, -8.85495], [-7.38538, -5.77089, 0.58252], [-7.78750, -5.83878, -0.76953], [-6.82242, -5.61639, -1.77156], [-5.50577, -5.41695, -1.39329], [-5.13060, -5.45103, -0.08382], [-6.06088, -5.57277, 0.98808], [-4.45524, -5.26063, -2.47641], [-3.31136, -5.76210, -2.19800], [-4.66298, -4.62008, -3.55253], [-8.05161, -5.84890, 1.42896], [-8.85257, -5.96911, -0.89222], [-7.00713, -5.67859, -2.83383], [-4.07898, -5.38946, 0.15433], [-5.82193, -5.79237, 2.01817], [-11.39466, 4.69769, -5.88078], [-12.73443, 4.31759, -6.24807], [-13.20004, 3.02809, -5.95208], [-12.32512, 2.14954, -5.33419], [-11.00852, 2.57729, -4.89768], [-10.57187, 3.86878, -5.25099], [-12.81741, 0.82340, -4.91455], [-13.93492, 0.73149, -4.53840], [-12.08163, -0.16764, -4.97156], [-11.12455, 5.72299, -6.08616], [-13.32757, 5.03015, -6.80200], [-14.08329, 2.59577, -6.39858], [-10.38686, 2.05700, -4.18407], [-9.66200, 4.39945, -5.01238], [-11.27152, -4.06114, -1.88116], [-10.05464, -4.07900, -2.60550], [-9.49413, -2.78505, -2.86620], [-10.14457, -1.58736, -2.54054], [-11.33632, -1.72091, -1.85737], [-11.98665, -2.92445, -1.59705], [-9.55677, -0.27567, -2.93964], [-9.94677, 0.71803, -2.39890], [-8.72836, -0.26075, -3.79154], [-11.65526, -5.04824, -1.66955], [-9.67205, -4.94735, -3.12125], [-8.71177, -2.71217, -3.60715], [-11.76923, -0.76046, -1.61964], [-12.91334, -3.06372, -1.06015], [-12.24784, -6.77825, 0.50956], [-10.94274, -7.34165, 0.20488], [-10.88994, -8.79356, 0.31015], [-10.67408, -9.42352, 1.72681], [-9.66163, -8.53398, 2.36690], [-10.04040, -7.71356, 3.48339], [-13.00281, -7.48678, 0.85031], [-12.84608, -6.57824, -0.37938], [-12.27882, -6.03410, 1.30541], [-9.88299, -8.78267, -0.10702], [-11.61589, -9.25840, -0.35696], [-10.37611, -10.46560, 1.61122], [-11.63901, -9.43108, 2.23372], [-9.16212, -7.36272, 4.02526], [-10.68862, -8.28138, 4.15085], [-10.68147, -6.91275, 3.11482], [-9.08011, 7.29401, -1.31708], [-9.22115, 5.85239, -1.50326], [-8.35757, 5.38332, -2.51712], [-8.33632, 3.81306, -2.33935], [-7.60021, 3.16413, -3.34934], [-6.70301, 2.12016, -2.93650], [-9.87388, 7.73556, -0.71454], [-8.99371, 7.89613, -2.22156], [-8.07454, 7.47322, -0.93654], [-7.36657, 5.76894, -2.27771], [-8.76924, 5.67845, -3.48227], [-9.36508, 3.45906, -2.40592], [-8.04379, 3.64334, -1.30314], [-6.06561, 1.77049, -3.74864], [-7.28249, 1.32925, -2.46030], [-5.91811, 2.44537, -2.25366], [-7.50637, -7.55131, -6.93748], [-7.47112, -6.89031, -5.74333], [-8.00012, -5.55231, -5.84342], [-6.96117, -4.39417, -6.09003], [-7.45793, -3.13111, -5.51081], [-6.81053, -1.94226, -5.98904], [-7.16160, -8.57874, -6.82076], [-7.11520, -6.97295, -7.77449], [-8.55089, -7.70832, -7.20660], [-8.50917, -5.43815, -4.88638], [-8.76643, -5.59524, -6.61739], [-6.73813, -4.30152, -7.15294], [-6.02630, -4.71855, -5.63298], [-6.78216, -1.10481, -5.29192], [-7.43853, -1.51088, -6.76854], [-5.78737, -2.04291, -6.35114], [-14.49037, -3.19347, -3.83152], [-15.46252, -2.85000, -2.83494], [-15.84130, -1.38261, -2.89713], [-17.13932, -1.09430, -2.01440], [-16.92897, -1.74938, -0.74655], [-17.82169, -1.46786, 0.24597], [-14.46953, -4.27761, -3.94253], [-13.46281, -2.91158, -3.60182], [-14.85413, -2.77975, -4.77205], [-15.99029, -1.02197, -3.91489], [-14.91152, -0.87022, -2.65000], [-18.06467, -1.46646, -2.45409], [-17.21453, -0.01071, -1.92349], [-17.51636, -2.00991, 1.14099], [-18.78133, -1.92285, 0.00068], [-17.95016, -0.44474, 0.59925], [-4.12588, 2.45623, 0.99659], [-4.54800, 1.24447, 0.42564], [-5.87085, 0.73996, 0.78421], [-6.06829, -0.66283, 0.14811], [-6.62635, -0.73103, -1.09463], [-6.55587, -2.13812, -1.55133], [-4.05343, 2.19607, 2.05261], [-4.86810, 3.24490, 0.87329], [-3.13632, 2.72078, 0.62391], [-6.74210, 1.34099, 0.52380], [-5.89531, 0.50528, 1.84836], [-6.77667, -1.00547, 0.90236], [-5.16541, -1.27338, 0.15980], [-7.00870, -2.16895, -2.54234], [-7.23366, -2.73322, -0.93932], [-5.55552, -2.56961, -1.51648], [-15.12927, 0.55967, 2.46840], [-15.00053, 1.50083, 1.42684], [-14.64213, 0.90275, 0.15892], [-14.37461, 1.76431, -1.07049], [-15.49808, 2.51334, -1.37223], [-15.32398, 3.53061, -2.35994], [-14.15533, 0.07209, 2.51099], [-15.90876, -0.18957, 2.33006], [-15.18183, 1.14798, 3.38449], [-15.36168, 0.12050, -0.08281], [-13.68454, 0.39420, 0.27075], [-14.10297, 1.04209, -1.84037], [-13.53661, 2.42769, -0.85650], [-14.96731, 3.15589, -3.31936], [-14.66780, 4.30306, -1.95889], [-16.26564, 4.07862, -2.39252], [-15.03429, -4.78141, -0.17234], [-14.39455, -4.72514, 1.09421], [-15.16785, -4.80273, 2.22124], [-14.32688, -5.34603, 3.40933], [-14.07917, -6.73225, 3.34322], [-13.42591, -7.25216, 4.56791], [-14.41987, -5.16301, -0.98780], [-15.27858, -3.75191, -0.43418], [-15.94938, -5.37012, -0.10818], [-16.08459, -5.37478, 2.07824], [-15.38832, -3.75812, 2.44093], [-14.93076, -5.14746, 4.29477], [-13.39720, -4.77775, 3.38031], [-13.89053, -6.75399, 5.41882], [-12.44926, -6.77053, 4.61581], [-13.36514, -8.33187, 4.70443]], "largest_force_ev_per_a": 4.83, "spin_multiplicity": 2, "e_homo_ha": [-0.050, -0.164], "lumo_ev": [1.026, 1.026], "total_charge": -1, "gap_ev": [2.38, 5.49], "de_lowest_kcal_mol": 28.0}

---

2.
{"formula": "C52H91BrClMgN13O4", "method": "ωB97M-V/def2-TZVPD", "symbols": ["Mg", "Br", "Cl", "O", "O", "O", "O", "C", "C", "C", "C", "N", "H", "H", "H", "H", "H", "H", "H", "C", "C", "C", "C", "N", "H", "H", "H", "H", "H", "H", "H", "C", "C", "C", "C", "N", "H", "H", "H", "H", "H", "H", "H", "C", "C", "C", "C", "N", "H", "H", "H", "H", "H", "H", "H", "C", "C", "C", "C", "N", "H", "H", "H", "H", "H", "H", "H", "C", "C", "C", "C", "N", "H", "H", "H", "H", "H", "H", "H", "C", "C", "C", "C", "N", "H", "H", "H", "H", "H", "H", "H", "C", "C", "C", "C", "N", "H", "H", "H", "H", "H", "H", "H", "C", "C", "C", "C", "N", "H", "H", "H", "H", "H", "H", "H", "C", "C", "C", "C", "N", "H", "H", "H", "H", "H", "H", "H", "C", "C", "C", "C", "N", "H", "H", "H", "H", "H", "H", "H", "C", "C", "C", "C", "N", "H", "H", "H", "H", "H", "H", "H", "C", "C", "C", "C", "N", "H", "H", "H", "H", "H", "H", "H"], "xyz": [[-1.92934, 2.16313, -1.07467], [-0.62662, 4.05396, -1.51115], [-0.01344, -0.46422, 0.59776], [-0.45257, 0.71292, -0.12204], [1.24014, -0.17440, 1.15600], [-0.99046, -0.79309, 1.61143], [0.08209, -1.49656, -0.42470], [1.97355, 0.52307, -3.23130], [1.24926, -0.68991, -3.75562], [-0.06984, -0.30549, -4.36445], [-0.99121, 0.53239, -3.55736], [-1.66914, 1.17407, -2.86719], [1.88964, 1.38644, -3.89132], [3.03421, 0.35144, -3.04786], [1.67589, 0.83981, -2.23171], [1.19271, -1.50453, -3.03362], [1.84620, -1.12748, -4.55581], [-0.70462, -1.16381, -4.58454], [0.05897, 0.16202, -5.34063], [-5.80772, -2.01673, 0.93191], [-5.36389, -2.53549, -0.44237], [-3.85095, -2.19024, -0.75496], [-3.53212, -0.74457, -0.67670], [-3.31284, 0.40403, -0.68643], [-5.68768, -0.93551, 1.00012], [-5.24482, -2.46227, 1.75212], [-6.83648, -2.28587, 1.17130], [-5.93840, -2.09010, -1.25456], [-5.52480, -3.60585, -0.57096], [-3.56562, -2.54738, -1.74447], [-3.29291, -2.75322, -0.00679], [-4.16755, -1.05495, -4.23506], [-4.10371, -0.92142, -5.76926], [-5.52327, -0.72639, -6.41233], [-6.20350, 0.52382, -6.00133], [-6.71888, 1.53301, -5.68999], [-3.22707, -1.52891, -3.95407], [-5.04548, -1.58726, -3.86904], [-4.23656, -0.05806, -3.79968], [-3.66975, -1.79568, -6.25449], [-3.49963, -0.03883, -5.97954], [-6.12450, -1.58813, -6.12246], [-5.43053, -0.64433, -7.49527], [7.70136, -0.82768, 1.51080], [6.83939, 0.22030, 0.80793], [7.56170, 1.29080, 0.05614], [8.78611, 1.70966, 0.77274], [9.72569, 2.04763, 1.30665], [8.51317, -1.25598, 0.92290], [7.07849, -1.65509, 1.85069], [8.11801, -0.38727, 2.41664], [6.24307, 0.72804, 1.56602], [6.11039, -0.28976, 0.17825], [6.92709, 2.14818, -0.16807], [8.00407, 0.91316, -0.86570], [3.30410, -3.77840, 0.61371], [4.36238, -2.78725, 0.15897], [4.00596, -1.86404, -1.04903], [3.79977, -2.58731, -2.30786], [3.65980, -3.15399, -3.30614], [3.72001, -4.33418, 1.45409], [2.99139, -4.49345, -0.14722], [2.37670, -3.33036, 0.97050], [5.23049, -3.40223, -0.07824], [4.68095, -2.17978, 1.00608], [4.68032, -1.03018, -1.24399], [3.04282, -1.38935, -0.86158], [-2.01897, -1.43242, 6.55640], [-1.35242, -0.02818, 6.37413], [-1.25432, 0.31087, 4.94771], [-2.54646, 0.68119, 4.31072], [-3.53367, 0.97401, 3.79481], [-2.22757, -1.63489, 7.60692], [-1.36946, -2.19770, 6.13146], [-2.91311, -1.43604, 5.93302], [-0.31976, -0.13029, 6.70773], [-1.85199, 0.74118, 6.96287], [-0.85562, -0.45730, 4.28511], [-0.62768, 1.18221, 4.75752], [4.19493, -0.37150, 5.82292], [4.28824, -1.14777, 4.50575], [2.93956, -1.33649, 3.85819], [2.02115, -2.06586, 4.69174], [1.25345, -2.63242, 5.31841], [5.19387, -0.09336, 6.15886], [3.66794, -0.91424, 6.60766], [3.73834, 0.59791, 5.62325], [4.63454, -2.15378, 4.74264], [4.94933, -0.66011, 3.78934], [3.08709, -1.80243, 2.88390], [2.43196, -0.38947, 3.67489], [-7.53933, 4.30360, -1.28510], [-6.88093, 4.80911, -2.57568], [-6.04685, 3.71330, -3.26833], [-4.85343, 3.36392, -2.58433], [-3.88796, 3.02970, -2.00233], [-8.30803, 3.59953, -1.60367], [-7.99969, 5.14195, -0.76227], [-6.85477, 3.73737, -0.65354], [-6.23984, 5.68600, -2.48525], [-7.71301, 5.21412, -3.15161], [-5.71874, 4.00102, -4.26717], [-6.62967, 2.79870, -3.37745], [4.06149, 3.59706, -4.25450], [2.87714, 4.20340, -3.52203], [1.72448, 4.58182, -4.45973], [1.12830, 3.48187, -5.28330], [0.65268, 2.63364, -5.89614], [4.80715, 3.34035, -3.50205], [4.54753, 4.31168, -4.91871], [3.79202, 2.72354, -4.84818], [3.16947, 5.07707, -2.93949], [2.49441, 3.50031, -2.78224], [2.12880, 5.27145, -5.20070], [0.93025, 5.16027, -3.98781], [-3.24863, -4.36563, 4.16093], [-2.55422, -3.92860, 2.83368], [-1.04170, -3.75910, 2.90906], [-0.32401, -5.01798, 3.14025], [0.18675, -6.04593, 3.31857], [-4.31972, -4.46568, 3.98527], [-3.11515, -3.62165, 4.94628], [-2.81247, -5.28200, 4.55859], [-2.97558, -2.98323, 2.49188], [-2.79559, -4.64054, 2.04438], [-0.83460, -2.95242, 3.61225], [-0.65647, -3.40236, 1.95385], [-0.36945, 5.17088, 2.45008], [-1.76615, 5.43699, 2.95108], [-2.59047, 4.15793, 3.02979], [-2.62652, 3.27972, 1.83093], [-2.64997, 2.68507, 0.84029], [-0.36673, 4.48264, 1.60484], [0.18389, 4.70643, 3.26629], [0.14680, 6.07522, 2.12796], [-2.19752, 6.12611, 2.22503], [-1.67994, 5.96732, 3.89946], [-3.58449, 4.51044, 3.30503], [-2.17047, 3.54015, 3.82354], [3.48517, 2.72490, 2.83547], [3.16799, 3.86736, 1.80992], [2.59800, 3.34129, 0.46053], [3.42950, 2.45813, -0.32645], [4.15976, 1.79533, -0.96196], [4.11883, 1.94266, 2.41750], [2.56444, 2.22547, 3.13700], [3.89122, 3.07114, 3.78591], [4.00200, 4.49583, 1.49757], [2.52564, 4.65440, 2.20495], [2.45397, 4.15440, -0.25095], [1.62792, 2.89695, 0.68325], [0.20462, -6.83341, -3.12569], [1.02162, -5.77172, -2.38818], [0.13182, -4.78856, -1.63568], [-0.80912, -4.01323, -2.52910], [-1.50890, -3.45995, -3.21200], [0.90677, -7.36978, -3.76397], [-0.54264, -6.36837, -3.76868], [-0.31478, -7.52997, -2.46758], [1.62658, -5.18454, -3.07908], [1.70478, -6.21551, -1.66399], [0.68592, -4.15314, -0.94480], [-0.49002, -5.33808, -0.92897]], "largest_force_ev_per_a": 5.02, "e_homo_ha": -0.333, "lumo_ev": 0.274, "total_charge": 0, "gap_ev": 9.34}

---

Number 1 is which compound?
C52H90N4O22